1.
Formula: C4H6N2OS
Source: the Open Molecules 2025 dataset
Level of theory: ωB97M-V/def2-TZVPD

- Strongest force on any atom: 1.40 eV/A
- SMILES: N/C=C/C(=S)/C=N\O
- Gap between HOMO and LUMO: 7.9 eV
- E_HOMO: -0.300 Ha
- Relative energy (zero: lowest compared OMol25 entry of this formula, charge and spin): 83.24 kcal/mol
- Charge: 0
- Lowest unoccupied orbital energy: -0.00821 hartree

```
14
Properties=species:S:1:pos:R:3:forces:R:3:nbo_charge:R:1
N 0.392040 0.085660 -3.110882 0.21 -0.55 1.27 -0.758
C 0.399161 -0.139245 -1.775063 -0.13 0.83 0.54 0.135
C 0.139634 0.821806 -0.822281 0.05 -0.40 -0.87 -0.401
C 0.191057 0.545640 0.574078 -0.03 0.32 0.19 -0.138
S -0.070883 1.689996 1.734987 0.05 -0.35 -0.25 -0.044
C 0.554520 -0.820514 1.072586 -0.50 0.32 -0.52 -0.021
N -0.080615 -1.906725 0.930020 0.21 -0.10 0.10 -0.121
O -1.208661 -1.773473 0.137815 0.11 0.82 -0.18 -0.573
H 0.493929 -0.679033 -3.730625 0.03 -0.37 -0.51 0.397
H 0.086267 0.956860 -3.457300 -0.26 0.75 -0.43 0.395
H 0.645820 -1.152684 -1.469869 -0.03 0.14 -0.09 0.212
H -0.120900 1.845286 -1.133857 0.16 -0.53 0.23 0.223
H 1.421752 -0.896696 1.681224 0.62 -0.01 0.50 0.216
H -1.609658 -2.624560 0.218216 -0.49 -0.87 0.04 0.478
```
Forces are in eV/Å.



2.
Formula: C4H12N2S
Source: the Open Molecules 2025 dataset
Level of theory: ωB97M-V/def2-TZVPD

- Strongest force on any atom: 2.73 eV/A
- SMILES: NCCNCCS
- Gap between HOMO and LUMO: 9.9 eV
- E_HOMO: -0.331 Ha
- Relative energy (zero: lowest compared OMol25 entry of this formula, charge and spin): 22.53 kcal/mol
- Charge: 0
- Lowest unoccupied orbital energy: 0.03416 hartree

```
19
Properties=species:S:1:pos:R:3:forces:R:3:nbo_charge:R:1
N -3.320071 0.872119 -0.386205 -0.87 -0.04 -0.10 -0.873
C -2.704254 -0.227269 -1.193095 0.48 1.82 1.97 -0.219
C -1.720518 -0.998205 -0.271423 -0.87 1.11 -1.82 -0.233
N -0.506872 -0.179693 -0.142576 -0.55 -1.18 -0.63 -0.640
C 0.612028 -0.918675 0.408235 0.66 -0.24 0.38 -0.239
C 1.962741 -0.430484 -0.127747 0.22 0.95 0.96 -0.489
S 2.860377 0.851042 0.884232 -0.79 -0.31 -0.30 -0.069
H -2.771339 1.519553 0.149536 0.89 -0.20 -0.01 0.349
H -3.891656 1.474507 -0.962757 -0.15 -0.18 -0.15 0.356
H -3.605327 -0.766658 -1.463137 0.47 -0.60 -0.65 0.201
H -2.088670 0.229124 -1.969195 -0.32 -0.57 -0.65 0.186
H -1.455788 -1.879744 -0.851752 0.00 -0.45 0.61 0.196
H -2.302774 -1.139007 0.641387 0.44 -0.67 0.29 0.186
H -0.772864 0.612597 0.398493 0.36 0.64 0.59 0.353
H 0.628719 -1.957997 0.064324 -0.78 0.06 -0.10 0.200
H 0.530961 -0.973371 1.500315 0.51 0.03 0.04 0.185
H 2.707439 -1.220449 -0.146129 -0.15 -0.21 -0.30 0.216
H 1.753371 -0.017843 -1.108866 0.31 -0.13 -0.21 0.226
H 1.759091 1.588310 1.091762 0.16 0.17 0.05 0.109
```
Forces are in eV/Å.



3.
Formula: C23H58AsBrGaGeNOSi6
Source: the Open Molecules 2025 dataset
Level of theory: ωB97M-V/def2-TZVPD

- Strongest force on any atom: 1.02 eV/A
- Spin multiplicity: 2
- Gap between HOMO and LUMO (alpha / beta): 8.1 / 5.6 eV
- E_HOMO (alpha / beta): -0.608 / -0.612 Ha
- ⟨S²⟩: 0.754
- Charge: +3
- Lowest unoccupied orbital energy (alpha / beta): -0.30889 / -0.40597 hartree

```
93
Properties=species:S:1:pos:R:3:forces:R:3:mulliken_spin:R:1
Ga -0.145406 0.126990 0.305552 0.28 0.10 0.02 -0.205
O -0.645130 2.274441 6.025019 0.03 -0.12 -0.13 0.002
C -0.487197 1.704921 4.845754 -0.05 0.27 0.22 0.004
C -0.263147 0.336228 4.648943 0.05 -0.07 -0.07 -0.001
C -0.106722 -0.126282 3.368381 -0.03 -0.06 0.01 0.014
N -0.173146 0.672604 2.280658 -0.21 -0.02 0.60 0.120
C -0.392890 1.972401 2.502025 0.04 0.21 0.13 0.024
Br -0.492435 3.015046 0.939898 0.01 0.07 -0.28 0.003
C -0.548328 2.552543 3.730492 0.08 -0.13 -0.09 -0.009
H -0.592183 1.643991 6.756873 -0.01 0.01 0.09 0.000
H -0.202608 -0.351129 5.483000 0.00 0.01 -0.01 0.000
H 0.081548 -1.177594 3.193829 0.01 -0.03 -0.10 -0.012
H -0.717148 3.614236 3.848642 -0.01 -0.03 0.02 0.001
C 2.007031 -3.194706 -0.987625 -0.14 -0.10 -0.26 0.032
Si 2.782616 -2.318596 0.441928 0.29 0.34 0.07 0.031
C 2.173015 -2.928549 2.079926 -0.11 -0.10 0.22 0.002
C 4.628705 -2.349784 0.342126 0.22 -0.20 0.02 0.011
Ge 2.376635 0.105503 0.169921 -0.89 -0.41 -0.30 0.548
Si 2.621061 1.181596 -2.112816 0.51 0.21 0.17 0.120
C 1.958400 -0.029736 -3.328643 -0.20 -0.28 -0.06 0.059
C 4.464693 1.208944 -2.188981 0.18 0.07 -0.18 0.032
C 1.852201 2.852582 -2.154956 -0.19 0.15 0.00 0.009
Si 3.848068 1.362782 1.809511 0.19 -0.02 -0.30 0.109
C 3.340411 3.128804 1.818068 -0.03 0.22 -0.04 0.030
C 5.537287 1.084462 1.148388 0.30 0.03 0.03 0.007
C 3.540415 0.488607 3.398727 -0.09 -0.17 0.21 0.069
H 2.146845 -4.270962 -0.836615 0.01 0.03 -0.03 0.004
H 2.484212 -2.933502 -1.934155 0.01 -0.03 0.04 0.003
H 0.936097 -3.020102 -1.083267 0.03 0.01 -0.01 -0.011
H 2.611471 -3.917538 2.249518 0.00 0.03 0.03 -0.002
H 1.090802 -3.061881 2.093722 0.15 -0.01 0.15 0.002
H 2.469550 -2.291803 2.914868 0.01 -0.03 -0.02 0.000
H 4.962001 -3.391816 0.399779 0.03 0.04 -0.02 0.003
H 5.098977 -1.812765 1.166994 -0.03 -0.13 -0.01 0.000
H 5.001260 -1.941694 -0.600036 0.01 0.00 0.03 0.002
H 2.476070 -0.989098 -3.275424 0.00 0.05 -0.02 0.003
H 2.151035 0.393007 -4.322519 0.01 -0.01 0.03 0.010
H 0.889688 -0.206292 -3.249744 -0.15 -0.02 -0.02 -0.018
H 4.906279 0.216538 -2.078090 0.01 0.04 0.01 -0.001
H 4.912331 1.882285 -1.462544 -0.03 0.05 -0.12 -0.001
H 4.734776 1.575391 -3.187678 0.03 -0.03 0.03 0.012
H 0.766536 2.812228 -2.058499 -0.04 0.04 -0.01 -0.002
H 2.075155 3.300379 -3.129777 -0.01 0.01 0.04 0.002
H 2.248614 3.517367 -1.386372 0.01 -0.02 -0.01 0.001
H 3.489447 3.608078 0.849431 -0.01 0.01 0.02 -0.001
H 3.985554 3.642970 2.541057 -0.02 0.00 -0.04 0.010
H 2.311216 3.278289 2.133405 -0.10 0.05 0.04 -0.006
H 5.724417 1.640615 0.233053 0.09 -0.02 0.11 0.000
H 5.781925 0.035973 0.983295 0.02 0.13 -0.01 -0.001
H 6.230908 1.466862 1.907798 0.01 -0.02 -0.03 0.003
H 2.494161 0.522737 3.698474 -0.03 -0.01 0.08 -0.027
H 4.125089 1.010010 4.166048 -0.02 -0.03 -0.01 0.011
H 3.874939 -0.549674 3.377698 0.01 0.04 0.01 -0.006
C -5.703360 0.103172 0.258613 -0.34 -0.02 0.10 0.001
Si -4.255477 1.202545 0.520930 0.30 -0.34 -0.03 0.002
C -4.229359 2.658835 -0.598509 -0.05 0.17 -0.11 0.000
C -3.949330 1.601056 2.292183 0.01 0.08 0.26 0.000
As -2.486380 -0.370921 -0.138361 0.13 0.02 -0.27 0.003
Si -2.579521 -0.643597 -2.536418 -0.03 0.12 0.16 0.000
C -4.320361 -0.941678 -3.053557 -0.26 -0.03 0.02 0.000
C -1.498909 -2.087046 -2.939081 0.23 -0.15 -0.10 0.002
C -1.962241 0.991259 -3.151984 0.16 0.09 -0.19 0.004
Si -2.789801 -2.525773 0.913772 -0.13 0.27 -0.15 0.001
C -1.182084 -3.405228 0.662654 0.19 -0.13 0.02 0.003
C -4.190590 -3.341544 0.045386 -0.11 -0.21 -0.10 0.000
C -3.135859 -2.188884 2.695527 -0.08 -0.02 0.23 0.000
H -6.591057 0.684738 0.534716 -0.04 -0.10 -0.04 0.000
H -5.683514 -0.780143 0.898065 -0.02 0.03 0.01 0.000
H -5.824328 -0.211089 -0.776904 -0.01 0.00 -0.01 0.000
H -5.010373 3.344148 -0.250103 0.04 0.01 -0.03 0.000
H -4.476128 2.393324 -1.626598 0.01 0.01 -0.01 0.000
H -3.285526 3.200714 -0.581826 0.03 0.05 -0.03 0.000
H -4.763889 2.235104 2.657704 0.04 -0.02 0.01 0.000
H -3.019674 2.153527 2.425790 -0.05 0.04 0.04 0.001
H -3.922070 0.705009 2.914984 0.00 0.02 -0.01 0.000
H -4.810639 -1.730144 -2.481355 -0.02 0.01 -0.06 0.000
H -4.305610 -1.258259 -4.101289 -0.02 0.01 0.01 0.000
H -4.929808 -0.038243 -2.995735 -0.01 -0.02 -0.01 0.000
H -1.929268 -3.026404 -2.584889 -0.03 0.02 -0.03 0.000
H -0.482863 -2.012245 -2.546010 0.00 0.04 0.01 -0.001
H -1.419244 -2.157336 -4.029140 0.00 -0.05 0.03 0.000
H -2.635745 1.805072 -2.884423 -0.06 -0.02 -0.02 0.000
H -1.888071 0.968085 -4.243933 -0.01 0.04 0.03 0.000
H -0.976356 1.246759 -2.763714 0.15 -0.01 0.02 -0.002
H -1.042041 -3.735105 -0.368017 -0.06 0.00 0.03 0.000
H -1.163215 -4.292733 1.303643 0.02 -0.02 -0.06 0.000
H -0.315636 -2.798743 0.938406 -0.15 0.02 -0.08 0.001
H -4.124242 -3.264955 -1.040541 0.02 -0.06 0.03 0.000
H -5.159651 -2.957671 0.364421 0.00 -0.02 -0.03 0.000
H -4.154611 -4.406485 0.298622 -0.08 0.01 -0.02 0.000
H -2.464709 -1.446221 3.125578 0.04 0.00 0.07 -0.001
H -3.020011 -3.122106 3.255453 -0.03 0.05 0.04 0.000
H -4.160049 -1.842101 2.850385 0.03 -0.02 -0.02 0.000
```
Forces are in eV/Å.



4.
Formula: C7H6FNO
Source: the Open Molecules 2025 dataset
Level of theory: ωB97M-V/def2-TZVPD

- Strongest force on any atom: 5.67 eV/A
- Gap between HOMO and LUMO (alpha / beta): 7.6 / 7.6 eV
- E_HOMO (alpha / beta): -0.324 / -0.324 Ha
- Relative energy (zero: lowest compared OMol25 entry of this formula, charge and spin): 120.97 kcal/mol
- Charge: 0
- Lowest unoccupied orbital energy (alpha / beta): -0.04524 / -0.04488 hartree

```
16
Properties=species:S:1:pos:R:3:forces:R:3:nbo_charge:R:1
C -1.782658 -0.626908 0.375792 1.11 2.21 -2.42 0.175
C 0.468728 -0.323515 -1.521203 -0.96 -0.49 -1.86 -0.339
C -0.583409 0.530375 -1.510038 -0.79 -0.71 0.95 -0.167
C 1.074334 -0.976881 -0.382915 2.44 -1.95 0.50 0.550
C 1.335390 -0.118345 0.971436 0.23 -0.11 -2.04 -0.581
C 0.308831 0.855961 1.216542 -3.16 -2.44 -0.22 -0.178
C -1.397357 0.488525 -0.332348 1.94 3.27 1.51 0.251
N -2.112301 -1.502200 0.976133 -1.63 -4.47 3.09 -0.271
O 1.606654 -2.105375 -0.409606 -1.60 2.64 0.00 -0.523
F -2.298655 1.490640 -0.058718 0.37 0.06 -0.72 -0.326
H 0.652256 -0.728297 -2.537814 0.91 0.39 0.85 0.255
H -1.001467 1.068536 -2.362827 0.46 -0.12 0.01 0.238
H 1.365290 -0.897047 1.677608 0.06 -0.87 1.05 0.264
H 2.313815 0.368530 0.899160 -0.06 -0.36 -0.25 0.243
H -0.474835 0.639752 1.938070 0.39 0.17 0.15 0.216
H 0.525386 1.836243 1.060726 0.31 2.79 -0.59 0.191
```
Forces are in eV/Å.